Density functional theory data (ωB97M-V with the def2-TZVPD basis set) for C6H12O in the gas phase.

```
19
Properties=species:S:1:pos:R:3:forces:R:3
C 0.6236 1.5190 -0.0659 0.0 0.1 0.0
C 1.4256 -0.9481 0.3117 -0.4 -0.3 -0.2
C 1.7923 -2.2919 -0.2593 0.1 0.1 0.1
O 0.1171 -0.8721 0.2954 0.7 0.1 -0.1
C -0.4638 0.4774 0.1645 -0.2 0.3 -0.1
C -1.2986 0.8378 1.3842 0.0 -0.1 0.1
C -1.3355 0.2790 -1.0731 -0.1 0.1 -0.1
H 1.3407 1.1813 -0.8174 -0.2 0.1 0.0
H 1.1977 1.7011 0.8452 -0.1 0.0 -0.1
H 0.1540 2.4502 -0.3987 0.0 -0.1 0.1
H 1.2249 -2.3966 -1.1957 0.1 -0.1 0.1
H 1.5301 -3.1394 0.3809 0.0 0.0 0.1
H 2.8645 -2.2958 -0.4727 -0.2 -0.2 0.1
H -1.7145 1.8409 1.2287 0.0 -0.2 0.1
H -2.1309 0.1432 1.5316 0.1 0.0 0.0
H -0.6856 0.8606 2.2905 0.0 0.0 -0.1
H -2.1400 -0.4327 -0.8601 0.1 0.1 0.0
H -0.7286 -0.1378 -1.8840 -0.1 0.2 0.1
H -1.7730 1.2238 -1.4057 0.0 -0.1 0.1
```
Forces are in eV/Å.

The calculation puts the LUMO energy at 0.933 eV. The calculation puts the calculated total energy at -310.95283 Eh. Its spin multiplicity is 1. Its largest force on an atom is 0.66 eV/Å. As for the relative energy (zero: lowest compared OMol25 entry of this formula, charge and spin): 66.79 kcal per mole. The frontier orbital gap comes out at 0.3275 hartree. As for the highest occupied orbital energy: -7.98 eV.

These are the Mulliken partial charges, in e, on atoms 1 to 5: C -1.488; C -0.205; C -1.013; O -0.109; C 1.616